Here is a molecular structure, C36H46As2BaO9S3Si from the OMol25 dataset. Energies are from ωB97M-V/def2-TZVPD.

XYZ file:
```
98
Properties=species:S:1:pos:R:3:mulliken_charge:R:1
Ba 1.229 -2.149 -0.657 1.4185
O 3.273 -2.513 -2.684 -0.5462
As 2.540 -4.187 -3.000 0.1979
O 3.103 -4.770 -1.302 -0.4217
O 0.961 -3.882 -2.569 -0.6320
C 4.409 -4.962 -1.017 0.4782
C 5.367 -5.281 -1.979 -0.5501
C 6.697 -5.477 -1.630 -0.5631
C 7.097 -5.367 -0.309 -0.5496
C 6.151 -5.057 0.660 -0.3825
C 4.823 -4.853 0.323 0.5522
S 3.419 -2.998 1.661 0.2830
O 1.953 -3.201 1.719 -0.5548
O 3.904 -4.614 1.302 -0.3454
O 3.752 -2.254 0.411 -0.7288
H 3.870 -2.526 -1.918 0.3172
H 5.065 -5.376 -3.014 0.3747
H 7.418 -5.716 -2.402 0.3697
H 8.132 -5.515 -0.031 0.3519
H 6.424 -4.965 1.704 0.4254
C -0.406 -2.401 4.067 -1.3456
C -0.145 -0.929 3.764 1.9633
C 1.311 -0.582 4.050 -1.5022
C -1.063 -0.050 4.608 -1.6737
O -0.348 -0.633 2.382 0.3786
Si -1.518 -1.066 1.301 -0.8057
S -1.157 -0.154 -0.490 -0.4908
O -3.026 -0.866 1.965 0.1471
C -3.915 0.256 1.889 1.8596
C -3.168 1.575 2.064 -1.1220
C -4.639 0.231 0.546 -1.6641
C -4.914 0.061 3.024 -1.9824
O -1.306 -2.718 1.200 0.5258
C -2.156 -3.764 0.726 1.7496
C -3.100 -3.284 -0.372 -1.4343
C -1.229 -4.843 0.181 -1.7149
C -2.953 -4.289 1.918 -1.6963
H -0.145 -2.611 5.108 0.5453
H 0.195 -3.031 3.412 0.0741
H -1.460 -2.643 3.918 0.1641
H 1.531 -0.691 5.115 0.3878
H 1.509 0.448 3.750 0.3487
H 1.968 -1.245 3.487 0.0767
H -0.891 -0.238 5.671 0.5049
H -2.106 -0.268 4.378 0.1322
H -0.868 1.004 4.402 0.3214
H -2.432 1.715 1.271 0.0316
H -2.659 1.600 3.028 0.0910
H -3.871 2.409 2.020 0.6176
H -3.916 0.302 -0.267 0.1402
H -5.335 1.071 0.476 0.4961
H -5.203 -0.699 0.441 0.3017
H -4.401 0.069 3.987 0.3687
H -5.425 -0.898 2.912 0.3516
H -5.659 0.860 3.020 0.3864
H -2.540 -2.848 -1.200 0.2823
H -3.780 -2.523 0.011 0.0699
H -3.688 -4.127 -0.744 0.5140
H -0.725 -4.499 -0.726 0.4553
H -1.791 -5.742 -0.083 0.4304
H -0.474 -5.100 0.926 0.2470
H -3.551 -3.481 2.342 0.1416
H -2.272 -4.661 2.686 0.3194
H -3.616 -5.102 1.611 0.4659
S 3.860 5.496 -1.763 -0.5581
C 2.468 6.393 -2.259 -0.1699
C 2.571 7.618 -2.954 -0.5116
C 1.458 8.315 -3.381 -0.3237
C 0.177 7.828 -3.134 -0.7440
C 0.043 6.632 -2.438 0.2492
C 1.156 5.924 -1.996 -0.3381
As 1.077 4.267 -0.960 0.2719
C -0.902 4.128 -0.876 0.2280
C -1.676 3.253 -1.631 -0.0857
C -3.059 3.215 -1.485 -0.3721
C -3.693 4.054 -0.582 -0.4798
C -2.931 4.916 0.198 -0.5879
C -1.551 4.938 0.058 -0.5378
C 1.347 2.988 -2.424 -0.0379
C 1.862 1.725 -2.143 -0.5221
C 2.045 0.791 -3.157 -0.5987
C 1.704 1.117 -4.463 -0.5680
C 1.198 2.376 -4.753 -0.6092
C 1.026 3.306 -3.739 0.0715
H 3.566 7.997 -3.155 0.3268
H 1.588 9.250 -3.919 0.3103
H -0.700 8.364 -3.476 0.3585
H -0.950 6.245 -2.247 0.2707
H -1.203 2.582 -2.336 0.3174
H -3.637 2.512 -2.073 0.2999
H -4.771 4.023 -0.469 0.3741
H -3.411 5.565 0.922 0.3947
H -0.964 5.612 0.674 0.4002
H 2.135 1.485 -1.120 0.4280
H 2.472 -0.189 -2.968 0.6243
H 1.847 0.389 -5.253 0.3989
H 0.945 2.638 -5.774 0.3580
H 0.647 4.295 -3.969 0.4097
```

## Properties
E: -8058.1349 Eh
energy relative to the best compared isomer or geometry (same formula, charge and spin): 0.000 eV
HOMO energy: -1.615 eV
frontier orbital gap: 5.480 eV
LUMO level: 3.865 eV
charge: -2